# 1
Below is the molecule C3H2I2 in a non-equilibrium geometry, with properties calculated with wB97M-V/def2-TZVPD.

Output
E_HOMO (alpha / beta) = -8.98 / -8.98 eV
energy relative to the best compared isomer or geometry (same formula, charge and spin) = 321.4 kJ/mol
frontier orbital gap (alpha / beta) = 7.044 / 7.045 eV
charge = 0
maximum force = 3.2 eV Å⁻¹
energy = -710.686512 Ha
2S+1 = 1

Structure (XYZ):
```
7
C3H2I2 (wB97M-V/def2-TZVPD)
C -0.10652 -0.44710 0.10540
C -1.62390 -1.08534 0.15933
C 0.81768 0.64889 0.02336
I -3.17688 0.25803 -0.10403
I 2.96064 0.22557 -0.04808
H 0.40082 -1.40878 -0.22455
H 0.72816 1.80873 0.08858
```

---

# 2
Below is a structure of composition C3H2I2N2O in a non-equilibrium geometry, with properties calculated with wB97M-V/def2-TZVPD.

Output
E_HOMO (alpha / beta) = -8.86 / -8.85 eV
energy relative to the best compared isomer or geometry (same formula, charge and spin) = 418.9 kJ/mol
frontier orbital gap (alpha / beta) = 4.916 / 4.892 eV
charge = 0
maximum force = 5.4 eV Å⁻¹
energy = -895.469253 Ha
2S+1 = 1

Structure (XYZ):
```
10
C3H2I2N2O (wB97M-V/def2-TZVPD)
C -1.76595 -0.29479 2.78421
C -1.34342 -0.78741 -0.43148
C -2.56935 -0.07202 -0.18899
N -2.03780 0.64997 3.33151
N -0.15818 -0.13502 -0.18736
O -1.41076 -1.86635 -1.03222
I -4.22062 -1.11271 -0.87848
I -2.66791 1.92038 0.37685
H 0.14733 0.45179 0.61510
H 0.59977 -0.67878 -0.59558
```

---

# 3
Below is a structure of composition C3H2I2N3ReS4Sb in a non-equilibrium geometry, with properties calculated with wB97M-V/def2-TZVPD.

Output
E_HOMO (alpha / beta) = -8.50 / -8.52 eV
energy relative to the best compared isomer or geometry (same formula, charge and spin) = 52.0 kJ/mol
frontier orbital gap (alpha / beta) = 6.393 / 6.023 eV
charge = 0
maximum force = 1.2 eV Å⁻¹
energy = -2786.390935 Ha
2S+1 = 4

Structure (XYZ):
```
16
C3H2I2N3ReS4Sb (wB97M-V/def2-TZVPD)
Re 0.17098 0.32351 0.56489
S -4.06174 0.23178 -1.46126
Sb -3.26188 0.22507 0.59830
S -1.30842 -1.36895 0.69510
S -1.39745 1.91793 0.79770
S -4.27800 0.17246 2.57068
I 0.65889 0.25132 3.29345
C 2.73998 0.17894 2.99406
I 3.11978 0.16228 0.91718
H 3.12379 -0.73727 3.42026
H 3.18269 1.07170 3.41262
N 0.00183 -1.74349 -5.52197
C 0.16152 -0.99559 -4.65946
N 0.40095 -0.07824 -3.73270
C 0.34872 0.04877 -2.52219
N 0.39836 0.33980 -1.36667
```

---

# 4
Below is a structure of composition C3H2I3N in a non-equilibrium geometry, with properties calculated with wB97M-V/def2-TZVPD.

Output
E_HOMO = -9.74 eV
energy relative to the best compared isomer or geometry (same formula, charge and spin) = 45.4 kJ/mol
frontier orbital gap = 9.140 eV
charge = 0
maximum force = 6.3 eV Å⁻¹
energy = -1063.278226 Ha
2S+1 = 1

Structure (XYZ):
```
9
C3H2I3N (wB97M-V/def2-TZVPD)
C -0.62084 0.15136 1.43967
C 0.94065 -0.14933 -0.72745
C -0.76477 -0.11010 0.03823
N -0.57301 0.50220 2.52880
I 2.11931 1.43809 0.11695
I -1.82990 1.35622 -0.98292
I -1.47136 -2.06826 -0.08869
H 1.42555 -0.96875 -0.48078
H 0.77437 -0.15143 -1.84381
```

---

# 5
Below is a structure of composition C3H2IN2 in a non-equilibrium geometry, with properties calculated with wB97M-V/def2-TZVPD.

Output
E_HOMO (alpha / beta) = -14.99 / -14.99 eV
energy relative to the best compared isomer or geometry (same formula, charge and spin) = 158.3 kJ/mol
frontier orbital gap (alpha / beta) = 6.309 / 6.311 eV
charge = +1
maximum force = 7.3 eV Å⁻¹
energy = -522.254769 Ha
2S+1 = 1

Structure (XYZ):
```
8
C3H2IN2 (wB97M-V/def2-TZVPD)
C -0.50032 -1.51863 -0.01537
C -0.55681 0.31943 0.69483
C 0.26727 0.27385 -0.58591
N -0.98127 -0.87821 0.99730
N 0.26220 -1.11825 -1.00337
I 2.28181 0.79823 0.02772
H -0.76611 1.18982 1.30153
H -0.00676 0.93377 -1.41673
```

---

# 6
Below is a structure of composition C3H2InO2 in a non-equilibrium geometry, with properties calculated with wB97M-V/def2-TZVPD.

Output
E_HOMO (alpha / beta) = -25.97 / -27.16 eV
energy relative to the best compared isomer or geometry (same formula, charge and spin) = 532.2 kJ/mol
frontier orbital gap (alpha / beta) = 6.659 / 8.421 eV
charge = +3
maximum force = 8.8 eV Å⁻¹
energy = -454.304028 Ha
2S+1 = 1

Structure (XYZ):
```
8
C3H2InO2 (wB97M-V/def2-TZVPD)
O -1.21300 -0.66737 -0.41471
C 1.71859 -0.83275 1.10106
C -0.36511 0.21594 -0.49954
O 1.20801 -0.27809 -0.41557
C 0.86676 0.26925 0.83532
In -2.92620 -1.11955 -0.71266
H -0.54935 1.16461 -1.02728
H 1.26031 1.24796 1.13337
```